Here is 2 unconnected molecules or ions with the total composition C2H4NP from the OMol25 dataset. Energies are from the ωB97M-V functional and the def2-TZVPD basis.

Calculated values
Net charge = 0
LUMO level = 0.45 eV
Orbital gap = 9.96 eV

Each line ends with the Mulliken charge.
Element x y z (Å)
C  1.951  -0.423  -0.835  -0.07
C  -1.810  -0.220  0.803  -0.42
N  2.699  0.484  -0.628  -0.20
P  -0.668  -1.038  -0.031  -0.08
H  -2.441  0.624  0.478  0.26
H  -1.691  -0.330  1.890  0.24
H  3.037  1.377  -0.447  0.26
H  -1.076  -0.472  -1.229  0.00


Here is a molecular structure, C2H4NP from the OMol25 dataset. Energies are from the ωB97M-V functional and the def2-TZVPD basis.

Calculated values
Net charge = 0
LUMO level = -0.67 eV
Orbital gap = 8.02 eV

Each line ends with the Mulliken charge.
Element x y z (Å)
C  -0.218  0.424  -0.043  0.23
C  -0.547  -0.923  -0.282  -0.67
N  -0.972  1.386  0.093  -0.60
P  1.660  0.017  -0.082  0.08
H  -0.192  -1.595  0.433  0.38
H  -0.729  -0.976  -1.294  0.31
H  -0.422  2.266  0.078  0.28
H  1.421  -0.599  1.097  -0.01


Here is 2 unconnected molecules or ions with the total composition C2H4NP from the OMol25 dataset. Energies are from the ωB97M-V functional and the def2-TZVPD basis.

Calculated values
Net charge = 0
SMILES = N#[PH2].C#C
LUMO level = -0.34 eV
Orbital gap = 9.24 eV

Each line ends with the Mulliken charge.
Element x y z (Å)
C  2.194  0.311  -0.479  -0.31
C  1.707  0.193  0.605  -0.45
N  -1.362  1.200  0.026  -0.38
P  -1.910  -0.166  -0.054  0.19
H  2.591  0.393  -1.447  0.37
H  -3.217  -0.649  0.160  0.10
H  1.277  0.104  1.557  0.39
H  -1.279  -1.387  -0.368  0.10